C45H67BBrClN7O3S2SiTl as an isolated structure, computed with ωB97M-V/def2-TZVPD.

Largest force on an atom   0.51 eV/A
DFT total energy   -6681.5984 hartree
Charge   -2

The geometry in XYZ format:
```
129
Properties=species:S:1:pos:R:3:forces:R:3:lowdin_charge:R:1
Tl 0.167679 0.579549 -0.281069 0.2 -0.1 0.0 0.779
C -3.440690 0.983210 -0.120761 0.0 0.0 0.0 -0.136
N -2.555293 0.423803 0.876035 0.0 0.1 0.0 -0.260
C -2.894767 -0.963226 1.162420 0.1 0.0 -0.1 -0.087
C -2.408798 1.149813 2.099317 0.0 -0.2 0.1 -0.222
C -3.395950 1.996539 2.560358 0.0 0.1 0.1 -0.054
C -3.346347 2.533370 3.847900 -0.1 0.1 0.1 -0.144
C -2.333572 2.124360 4.695468 0.0 0.1 0.0 -0.141
C -1.310425 1.306113 4.238498 0.0 0.0 0.0 -0.052
C -1.239375 0.872970 2.894006 0.0 0.1 0.1 -0.248
N -0.242758 0.154312 2.320979 -0.1 -0.2 -0.5 0.005
C 0.991210 -0.083101 2.854755 0.0 -0.1 0.3 -0.257
C 1.655440 0.706579 3.819437 0.0 0.0 -0.1 -0.056
C 2.902044 0.370318 4.319450 0.0 0.0 0.1 -0.127
C 3.552582 -0.775694 3.891045 0.0 0.1 0.0 -0.134
C 2.960209 -1.532794 2.884238 0.2 0.0 0.0 -0.046
C 1.734343 -1.194780 2.343956 -0.1 0.1 0.1 -0.216
N 1.168334 -1.967734 1.274202 0.2 -0.1 -0.1 -0.229
C 0.364861 -3.068706 1.765042 -0.1 0.1 0.0 -0.088
C 2.105476 -2.428697 0.257270 0.0 0.1 0.1 -0.103
H -4.507082 0.943186 0.166562 0.0 0.0 0.0 0.079
H -3.156156 2.014181 -0.331779 -0.1 -0.1 0.0 0.017
H -3.320777 0.398582 -1.037864 0.0 0.0 0.0 0.070
H -3.895548 -1.048375 1.620580 0.0 0.0 0.0 0.089
H -2.881159 -1.545072 0.238774 0.0 0.0 0.0 0.036
H -2.151234 -1.371748 1.842901 0.0 0.0 0.0 0.065
H -4.230830 2.258218 1.920813 0.0 -0.1 0.0 0.094
H -4.113069 3.220506 4.185872 0.0 0.0 0.0 0.076
H -2.329718 2.455548 5.729248 0.0 0.0 0.0 0.084
H -0.550340 0.985419 4.935893 0.0 0.0 0.0 0.085
H 1.203103 1.637975 4.128885 0.0 0.0 0.0 0.091
H 3.372668 1.016951 5.053765 0.0 0.0 0.0 0.089
H 4.504818 -1.068235 4.317913 0.0 0.0 -0.1 0.080
H 3.495414 -2.394561 2.500495 -0.1 0.0 -0.1 0.102
H 0.972745 -3.828494 2.289245 0.0 0.0 0.0 0.085
H -0.396559 -2.696508 2.451297 0.0 0.0 0.0 0.079
H -0.127599 -3.552104 0.918474 -0.1 0.0 0.0 0.053
H 2.728571 -3.274515 0.596163 0.0 0.0 0.0 0.075
H 1.529598 -2.761959 -0.612098 0.0 0.0 0.0 0.055
H 2.757929 -1.614822 -0.055548 0.0 0.1 0.0 0.077
C 0.948904 4.174395 1.763145 0.0 -0.1 0.1 -0.050
N 1.270301 4.401058 0.373230 0.1 -0.2 -0.4 -0.130
C 2.512922 4.751291 -0.100927 0.1 0.1 0.1 -0.073
C 2.469170 4.619375 -1.440087 0.2 0.1 -0.1 -0.083
N 1.214798 4.184777 -1.815535 0.0 -0.3 0.3 0.019
B 0.940707 4.022349 -3.376460 -0.1 0.0 -0.1 -0.465
N -0.264890 3.113744 -3.732338 -0.1 -0.1 0.3 -0.015
C -1.567296 3.563710 -3.710146 -0.1 0.1 -0.2 -0.140
C -2.397297 2.539002 -3.974244 0.0 -0.1 0.0 -0.083
N -1.594136 1.421914 -4.156914 0.2 0.4 0.3 -0.130
C -2.057419 0.072845 -4.324278 0.0 0.2 -0.1 -0.117
C -0.275631 1.789084 -4.024709 -0.3 -0.2 -0.2 -0.793
S 1.003675 0.734452 -4.316671 0.3 -0.2 0.1 0.520
C 0.485644 4.032952 -0.687274 0.1 0.5 0.0 -0.751
S -1.144536 3.597883 -0.483304 -0.2 -0.2 -0.1 0.576
H 1.387400 4.966351 2.373019 0.0 0.0 0.0 0.085
H 1.347439 3.206327 2.071401 0.0 -0.1 0.0 0.072
H -0.132539 4.171258 1.878559 0.0 0.0 0.0 0.047
H 3.316782 5.038444 0.552734 0.0 -0.1 0.0 0.113
H 3.240129 4.790485 -2.170107 0.0 0.0 0.0 0.111
H 0.693455 5.128237 -3.823187 0.0 0.1 0.0 0.064
H 1.942179 3.552011 -3.835950 0.1 0.1 -0.1 0.053
H -1.787521 4.592194 -3.497391 0.0 0.0 0.1 0.104
H -3.470657 2.475883 -4.006494 0.0 0.0 0.0 0.104
H -2.409890 -0.107515 -5.345926 0.0 0.1 0.0 0.088
H -2.870250 -0.128460 -3.622679 0.1 0.0 0.0 0.066
H -1.211272 -0.582817 -4.122586 -0.1 0.1 0.0 -0.023
C 7.821302 1.930242 2.318012 -0.1 0.0 -0.1 -0.038
C 7.790086 1.603795 0.849679 0.0 0.1 0.1 -0.195
C 8.862211 0.947892 0.255226 0.0 -0.1 -0.1 -0.089
C 8.838686 0.665533 -1.097890 -0.1 0.1 0.1 -0.679
Cl 10.207766 -0.149384 -1.814806 0.1 -0.1 -0.1 0.599
C 7.763438 1.031927 -1.887773 0.0 0.0 0.0 -0.102
C 6.697860 1.692525 -1.301913 -0.1 0.0 0.0 0.014
C 6.699540 1.977671 0.057937 0.2 0.0 0.0 -0.253
O 5.689073 2.718042 0.600136 0.0 0.0 0.0 -0.058
C 4.679718 1.993706 1.326424 -0.3 -0.3 -0.1 -0.078
C 3.663619 1.263513 0.400393 0.3 0.1 0.2 -0.649
O 4.150407 0.499506 -0.446087 -0.1 0.0 0.0 -0.005
O 2.459910 1.515221 0.661714 -0.3 0.0 -0.1 -0.169
H 8.846140 1.921091 2.689718 0.0 0.0 0.0 0.070
H 7.241224 1.200008 2.886424 0.0 0.0 0.1 0.079
H 7.379934 2.910998 2.495031 0.0 0.0 0.0 0.083
H 9.720168 0.661954 0.851024 0.0 0.0 0.0 0.101
H 7.753012 0.793763 -2.942321 0.0 0.0 0.0 0.102
H 5.828951 1.967015 -1.882988 0.0 0.0 0.0 0.128
H 4.161132 2.725346 1.941587 0.0 0.1 0.0 0.114
H 5.135255 1.229732 1.965494 0.0 0.1 0.0 0.111
C 0.285725 -3.633271 -4.833725 0.0 0.0 0.1 -0.111
C -1.165223 -4.117766 -4.990841 0.0 -0.1 0.1 -0.619
C -1.165796 -5.453672 -5.749639 -0.1 0.0 0.2 -0.100
C -1.878650 -3.070939 -5.860445 -0.1 -0.1 0.1 -0.096
Si -2.026685 -4.287270 -3.264706 0.0 0.2 0.1 0.497
Br -1.314365 -2.483249 -2.113192 0.0 -0.3 0.2 0.586
C -3.958193 -4.094080 -3.311370 0.1 0.0 0.0 -0.623
C -4.575847 -4.457053 -1.954989 0.1 0.0 0.0 -0.105
C -4.357523 -2.637296 -3.593114 0.1 0.0 0.0 -0.121
C -4.585567 -4.996066 -4.383393 0.2 0.0 0.0 -0.096
C -1.439799 -5.820546 -2.226234 0.0 0.1 -0.1 -0.620
C 0.092105 -5.911707 -2.292217 0.0 0.1 -0.1 -0.106
C -1.805511 -5.681523 -0.738894 0.0 0.0 -0.1 -0.113
C -2.026471 -7.139215 -2.748559 -0.1 0.1 -0.1 -0.094
H 0.764439 -3.613681 -5.818229 0.0 0.0 0.0 0.089
H 0.878048 -4.278543 -4.187646 0.0 0.1 0.0 0.058
H 0.332724 -2.620606 -4.433564 0.0 0.0 0.0 0.042
H -0.819497 -5.295367 -6.775710 0.0 0.0 0.0 0.083
H -2.165685 -5.894553 -5.795778 0.0 0.0 -0.1 0.066
H -0.496545 -6.179895 -5.284450 0.0 0.0 0.0 0.063
H -1.257317 -2.849678 -6.732848 0.0 0.0 0.0 0.094
H -2.021962 -2.133062 -5.323255 0.1 -0.2 -0.1 0.030
H -2.844782 -3.430111 -6.220852 0.0 0.1 0.0 0.068
H -4.098857 -3.906597 -1.141879 0.0 0.0 0.0 0.074
H -4.499475 -5.525687 -1.750358 0.0 0.0 0.0 0.062
H -5.639331 -4.196493 -1.955114 0.0 0.0 0.0 0.085
H -4.039676 -1.983464 -2.781519 0.0 0.0 0.0 0.043
H -5.448108 -2.570317 -3.671188 0.0 0.0 0.0 0.086
H -3.930878 -2.256101 -4.519317 -0.1 0.0 0.0 0.055
H -4.339977 -6.047991 -4.217526 0.0 0.0 0.0 0.064
H -4.249771 -4.724362 -5.385452 -0.1 0.0 0.0 0.060
H -5.676111 -4.899705 -4.359334 0.0 0.0 0.0 0.082
H 0.557830 -5.006142 -1.897405 0.0 0.0 0.0 0.070
H 0.448466 -6.072395 -3.309873 0.0 0.0 0.0 0.057
H 0.436068 -6.755687 -1.685426 0.0 0.0 0.0 0.085
H -1.555771 -4.694221 -0.351066 0.0 0.0 0.0 0.029
H -1.239536 -6.420012 -0.162411 0.0 0.0 0.0 0.086
H -2.862373 -5.862621 -0.557862 0.0 0.0 0.0 0.058
H -1.725357 -7.340481 -3.778478 0.0 0.0 0.0 0.064
H -3.117956 -7.139373 -2.706165 0.0 0.0 0.0 0.060
H -1.670899 -7.967707 -2.127006 0.0 0.0 0.0 0.083
```
Forces are in eV/Å.